Computed, not measured: a cluster of 4 separate species, C27H45ClN5O6PS2 in total at a distorted geometry, with the ωB97M-V functional and the def2-TZVPD basis.

Structure (XYZ):
```
87
Properties=species:S:1:pos:R:3:forces:R:3:mulliken_charge:R:1
Cl 0.2901 -0.7923 -1.9591 -0.12 -0.59 0.82 -0.284
S -4.6030 -4.7684 0.3021 -0.75 0.32 -0.06 -0.133
S -4.2005 -1.9813 1.3248 -0.48 -0.57 -0.19 -0.315
P 1.2968 -1.0109 -0.1453 1.61 1.10 0.55 0.589
O 2.7519 -3.4888 0.0350 -0.46 -0.93 -0.17 -0.407
O 1.4367 -2.8365 1.7041 -0.63 0.06 -0.61 -0.546
O 3.2499 -5.6735 0.5906 0.36 0.13 -0.02 -0.500
O -8.8805 -1.7860 -0.4184 0.24 -0.58 0.61 -0.314
O 0.2634 -0.4334 1.0370 0.38 -1.09 -1.27 -0.495
O 1.0789 -5.0795 0.2741 1.29 0.32 -0.36 -0.388
N 1.8724 1.6885 -0.5539 -0.29 0.40 0.24 -0.533
N 8.1075 4.6722 0.2901 7.57 1.80 0.72 -0.073
N -6.5151 -2.6909 0.2670 0.76 -2.57 0.52 0.054
N -9.8252 1.5141 2.0139 -0.01 -0.33 0.38 -0.444
N 6.4122 4.3399 0.3414 -7.87 -3.26 0.35 -0.471
C -10.8697 2.4688 -1.1477 -0.04 -0.23 -0.27 -0.425
C -10.3006 1.1470 -1.6534 -0.05 0.02 0.02 -0.971
C 2.8526 1.7844 -1.1360 0.96 0.10 -0.36 0.248
C 9.2156 4.6415 -0.0265 0.70 0.13 -0.64 0.242
C 5.9425 1.8597 2.7545 0.19 -0.08 0.22 -0.729
C 11.2661 3.2632 -0.0537 0.12 -0.17 0.22 -0.424
C 6.1091 3.2629 0.7262 -0.49 1.00 -0.54 0.137
C 4.1172 1.9082 -1.8912 -0.40 0.19 0.03 0.367
C 3.9808 2.9961 -2.9591 -0.13 0.14 -0.31 -0.574
C 0.5777 -3.9179 -0.4343 0.23 0.61 0.28 0.317
C -1.8408 -4.9555 -0.4041 -0.41 0.48 0.05 -0.474
C 2.8826 2.6960 -3.9743 0.00 0.02 -0.03 -1.189
C 5.7520 1.9089 1.2370 0.45 0.68 0.01 0.115
C -10.0046 3.1126 -0.0602 -0.23 -0.37 0.20 -0.433
C 10.6360 4.6023 -0.4493 -0.42 -0.39 0.00 -0.595
C 11.2442 3.0183 1.4516 0.02 -0.05 0.00 -0.830
C -5.2053 -3.1055 0.6227 1.44 1.46 0.48 0.161
C -0.9515 -3.6588 -0.4965 0.11 -0.20 -0.04 -0.837
C -2.8605 -4.8891 0.8100 1.58 -0.31 0.02 -0.979
C -9.9034 2.2125 1.1113 0.10 0.79 -0.66 0.279
C -7.2584 -3.7132 -0.4966 -1.48 -0.30 0.46 -0.744
C 7.3808 2.1328 3.1802 0.01 0.02 0.07 -1.100
C -8.7257 -3.1541 -0.7578 0.25 -0.44 -1.18 -0.523
C 2.4550 -4.8458 0.3311 -1.20 0.20 -0.10 0.452
C 1.4836 -2.8583 0.2716 -1.35 -0.42 0.10 0.256
C -8.5348 -1.5106 0.9407 1.27 0.29 0.89 -0.282
C -7.3602 -2.4380 1.4609 -1.35 0.81 -0.12 -0.664
H 11.7727 3.8116 1.9856 -0.03 -0.03 0.01 0.309
H 11.7279 2.0696 1.6888 0.02 0.05 0.01 0.330
H 0.8340 0.0906 1.6216 -0.27 0.04 -0.26 0.350
H -10.9319 0.7404 -2.4452 0.05 0.02 0.00 0.360
H -11.8785 2.2976 -0.7635 0.04 0.11 0.04 0.290
H -7.7860 -3.3949 1.8679 0.50 0.50 -0.40 0.240
H -10.9593 3.1629 -1.9868 0.01 0.09 0.12 0.304
H -6.7813 -4.0210 -1.4475 -0.04 0.47 0.65 0.464
H 5.2857 2.5906 3.2326 -0.05 -0.05 -0.11 0.326
H 4.7104 1.6933 0.9831 0.07 -0.01 0.01 0.007
H 1.0183 -4.0601 -1.4531 -0.66 0.63 0.49 0.373
H 5.6444 0.8731 3.1190 -0.07 0.03 -0.08 0.373
H 3.7713 3.9563 -2.4823 0.12 -0.07 0.09 0.322
H 11.1684 5.4310 0.0209 -0.10 0.01 0.02 0.279
H 10.2235 2.9668 1.8358 0.01 0.07 -0.03 0.060
H 7.7001 3.1372 2.8929 -0.03 -0.03 -0.08 0.273
H -9.3941 -1.5623 1.6500 0.36 -0.04 -0.65 0.273
H 1.8998 2.6486 -3.5008 0.04 -0.06 0.02 0.340
H -8.1107 -0.4779 0.9693 -0.65 -0.69 -0.18 0.210
H 2.8403 3.4809 -4.7311 0.02 -0.05 0.00 0.357
H -8.8838 -3.2175 -1.8628 -0.10 0.19 0.88 0.290
H 10.7407 2.4459 -0.5542 0.01 0.09 -0.08 0.288
H 12.3007 3.2412 -0.4033 -0.06 0.06 -0.08 0.312
H -7.3987 -4.6140 0.1622 0.34 0.43 -0.68 0.424
H 4.9329 3.0993 -3.4845 0.04 -0.03 0.14 0.379
H 7.4771 2.0595 4.2652 0.03 -0.04 -0.05 0.389
H 8.0669 1.4108 2.7290 0.00 0.03 0.02 0.272
H -2.4263 -5.0282 -1.3507 0.49 -0.15 0.69 0.445
H -6.8149 -1.9391 2.2839 -0.18 -0.18 -0.73 0.462
H -1.2296 -2.8840 0.2601 0.10 -0.77 -0.39 0.282
H 4.9186 2.1600 -1.1970 -0.09 0.00 -0.01 -0.401
H 10.6877 4.7375 -1.5315 -0.07 0.08 0.05 0.268
H -1.1549 -3.1879 -1.4876 0.36 -0.24 0.81 0.357
H -10.4435 4.0591 0.2593 0.08 -0.03 0.10 0.307
H 3.0660 1.7452 -4.4814 -0.04 0.03 0.01 0.284
H 2.3559 -2.6752 1.9752 -0.31 -0.08 -0.03 0.321
H -2.5138 -4.0787 1.4833 -0.80 -0.34 -0.34 0.528
H -9.5070 -3.8078 -0.2930 0.62 0.54 -0.03 0.229
H -2.7333 -5.8392 1.3863 -0.64 0.69 -0.42 0.374
H -10.2532 0.3986 -0.8610 0.07 0.03 -0.03 0.191
H -9.2945 1.2822 -2.0576 -0.02 -0.05 0.03 0.305
H 4.3555 0.9458 -2.3512 -0.11 -0.03 0.07 0.348
H -1.2015 -5.8645 -0.3145 -0.51 0.69 -0.03 0.347
H -9.0012 3.3158 -0.4392 0.01 -0.05 0.08 0.276
H 6.3840 1.1595 0.7473 -0.01 0.00 0.07 0.340
```
Positions in Å, forces in eV/Å.

## Properties
Lowest unoccupied orbital energy (Ha): 0.0131
Multiplicity: 1



Computed, not measured: a structure of composition C27H45GaN7OP2, with the ωB97M-V functional and the def2-TZVPD basis.

Structure (XYZ):
```
83
Properties=species:S:1:pos:R:3:forces:R:3:mulliken_charge:R:1
Ga 0.0691 0.1035 -0.1118 0.07 -0.20 -0.11 0.288
P 0.5820 -3.1567 -0.0658 0.07 -0.04 0.00 1.770
P 2.7225 -0.7966 0.4055 0.02 0.18 0.11 1.101
O -0.3159 2.1389 -0.2336 0.00 -0.15 -0.05 -0.569
N -0.9345 -0.3476 1.5773 -0.08 0.00 -0.06 0.514
N -0.4944 -1.5288 3.6531 -0.02 0.08 0.10 0.225
N -0.9865 -0.8989 -3.3186 0.00 0.14 -0.10 0.212
N -3.1560 -1.0427 -2.8580 0.04 0.05 0.01 0.081
N 0.5713 0.3559 3.2218 0.00 0.04 0.07 0.117
N -1.5218 2.6066 -0.5469 -0.04 0.19 0.00 0.423
N -1.6529 -0.4462 -1.0950 -0.09 0.02 0.05 0.191
C 0.9210 -4.2780 1.3515 -0.02 0.00 0.04 -1.450
C 0.2034 -1.1822 4.8994 -0.03 0.00 -0.03 -0.769
C -3.6041 3.4866 0.1372 -0.01 -0.01 0.00 -0.846
C 3.7341 -4.2363 -2.5010 -0.01 0.00 0.01 -0.890
C 2.5259 -4.2364 -1.8220 -0.01 0.02 0.03 -0.702
C -3.0371 3.3792 -2.1826 0.00 -0.02 -0.02 -0.910
C 3.1049 -2.1533 -0.7561 -0.08 -0.03 -0.01 0.678
C -2.3804 2.9300 0.4375 0.05 -0.06 -0.04 -0.062
C -1.5550 -1.5807 -4.4792 0.01 0.01 0.03 -0.608
C -2.0829 -1.1758 1.1988 0.02 0.05 -0.01 -0.443
C 3.6108 0.6400 -0.2908 -0.02 0.04 -0.02 -1.643
C -1.8243 2.8222 -1.8386 0.02 -0.02 0.03 -0.074
C -0.4862 -4.2404 -1.0919 -0.04 0.02 -0.02 -1.734
C 2.1912 -3.2041 -0.9450 0.01 0.03 -0.04 -0.233
C 1.0022 1.5945 2.6153 -0.03 -0.03 0.02 -0.727
C -4.3736 -0.3431 -2.4453 0.00 -0.03 -0.03 -0.966
C -2.6978 -0.6268 -0.0754 0.02 0.02 -0.03 -1.232
C -1.9168 -0.7625 -2.3476 0.00 -0.06 0.09 0.222
C -0.3458 -0.5140 2.7545 0.09 -0.08 -0.05 0.209
C 1.1981 -0.1277 4.4450 -0.02 -0.01 -0.02 -0.487
C -3.0452 -1.3480 -4.2902 0.00 -0.02 0.03 -0.693
C -1.6055 -2.4621 3.8123 0.05 -0.03 -0.03 -1.015
C 3.7748 -1.1986 1.8580 0.04 -0.05 0.00 -1.429
C 0.4522 -0.8648 -3.1600 -0.03 -0.04 0.00 -1.186
C 4.6346 -3.1988 -2.3105 0.00 -0.01 -0.01 -0.910
C 4.3205 -2.1678 -1.4407 -0.01 0.01 0.01 -1.001
C -3.9437 3.7166 -1.1883 0.00 0.01 0.00 -0.234
H 3.7696 -0.3628 2.5592 -0.01 0.01 -0.02 0.406
H -3.3933 -0.4939 -4.8772 0.00 0.02 0.01 0.422
H 0.2628 1.9520 1.9042 0.04 -0.03 0.02 0.079
H -3.2512 3.5618 -3.2261 0.00 0.00 0.01 0.480
H 1.3127 0.6844 5.1606 0.01 0.00 0.01 0.500
H -0.1335 -5.2686 -1.1737 0.02 0.01 0.02 0.613
H -1.1710 -1.1546 -5.4039 -0.01 0.00 -0.01 0.408
H 1.3505 -5.2264 1.0265 0.00 0.01 -0.02 0.490
H 4.6940 0.5296 -0.2593 0.01 -0.02 0.01 0.531
H 1.6104 -3.7996 2.0481 0.00 0.00 -0.01 0.162
H 0.6779 -2.0652 5.3211 0.00 0.00 0.00 0.448
H 2.1836 -0.5515 4.2352 -0.01 -0.01 0.00 0.109
H -0.5922 -3.8217 -2.0951 0.01 0.00 0.01 0.360
H -0.5091 -0.7838 5.6281 0.00 0.00 0.00 0.334
H 3.3421 1.5313 0.2789 0.02 -0.01 -0.01 0.451
H -1.3010 -2.6442 -4.4555 0.01 -0.01 0.02 0.281
H -0.0081 -4.4818 1.8873 -0.01 0.00 -0.01 0.447
H 1.8393 -5.0572 -1.9813 0.00 0.00 -0.01 0.339
H 5.5802 -3.1928 -2.8360 0.00 0.00 0.01 0.436
H -2.0206 2.7317 1.4354 -0.02 0.00 0.01 0.454
H 1.1193 2.3443 3.3979 0.01 0.00 0.01 0.530
H -2.8513 -1.1640 1.9712 -0.02 -0.02 -0.01 0.721
H 4.8061 -1.3886 1.5555 0.00 0.00 -0.02 0.523
H 3.3912 -2.0858 2.3623 0.00 0.01 0.01 0.278
H 1.9611 1.4855 2.1035 0.01 0.00 -0.01 0.093
H 5.0369 -1.3688 -1.3001 0.00 0.00 0.00 0.325
H -3.6461 -2.2162 -4.5507 -0.01 0.00 -0.02 0.352
H -1.7744 -3.0521 2.9195 -0.01 0.01 0.00 0.330
H -1.0430 2.5578 -2.5352 -0.02 0.00 -0.01 0.529
H -4.2716 3.7506 0.9448 0.00 0.00 0.00 0.465
H -1.3284 -3.1493 4.6087 0.01 -0.01 -0.01 0.339
H -3.4541 -1.3357 -0.4068 -0.01 -0.02 -0.01 0.713
H -2.5286 -1.9613 4.1110 0.00 0.01 0.01 0.352
H 3.2977 0.8002 -1.3229 0.00 0.00 0.01 0.415
H -1.4789 -4.2647 -0.6372 0.00 0.00 0.00 0.439
H -3.1965 0.3201 0.1460 -0.02 0.03 0.02 -0.006
H -5.0577 -0.9931 -1.9016 0.01 0.00 0.00 0.279
H -4.8870 0.0066 -3.3406 0.01 0.01 0.00 0.381
H -1.7801 -2.2088 1.0090 0.01 0.01 0.03 -0.222
H -4.1394 0.5257 -1.8353 0.00 0.02 0.01 0.315
H 0.8431 -1.7423 -2.6397 0.00 0.00 0.01 0.369
H 0.7617 0.0339 -2.6263 0.01 0.00 0.01 0.161
H 0.8947 -0.8279 -4.1543 0.00 -0.01 0.00 0.453
H -4.8928 4.1685 -1.4410 0.00 0.00 0.00 0.450
H 3.9735 -5.0479 -3.1754 0.00 0.00 0.00 0.444
```
Positions in Å, forces in eV/Å.

## Properties
Total charge: +2
ΔE to the lowest compared entry with this formula, charge and spin (kcal/mol): 0.0
Lowest unoccupied orbital energy (alpha / beta) (Ha): -0.1914 / -0.2030
Multiplicity: 2